(1)
Formula: C29H56CrIN8O7P3
Source: the Open Molecules 2025 dataset
Level of theory: the ωB97M-V functional and the def2-TZVPD basis

Structure (XYZ):
```
105
Properties=species:S:1:pos:R:3
Cr 0.94 0.55 0.70
C -3.63 -2.06 -2.31
N -4.00 -1.57 -0.99
C -4.79 -0.36 -1.06
P -2.80 -1.52 0.10
O -1.66 -0.62 -0.14
O -2.41 -3.04 0.31
P -1.06 -3.91 -0.04
O -0.60 -3.93 -1.43
N -1.64 -5.40 0.47
C -1.99 -5.65 1.89
C -2.59 -6.00 -0.45
N -0.06 -3.32 1.05
C 1.30 -3.80 0.99
C -0.51 -2.60 2.25
N -3.65 -1.12 1.41
C -4.77 -1.98 1.72
C -3.17 -0.46 2.60
H -4.43 -2.56 -2.92
H -2.79 -2.78 -2.13
H -3.14 -1.22 -2.87
H -5.48 -0.49 -1.90
H -4.25 0.64 -1.26
H -5.36 -0.19 -0.13
H -1.26 -5.23 2.62
H -1.97 -6.76 2.02
H -2.99 -5.27 2.08
H -2.38 -5.67 -1.50
H -3.60 -5.69 -0.29
H -2.71 -7.10 -0.31
H 1.53 -4.50 1.81
H 2.01 -2.98 1.01
H 1.37 -4.27 0.01
H -1.52 -3.01 2.57
H -0.57 -1.50 2.18
H 0.18 -2.82 3.14
H -5.24 -2.44 0.82
H -5.54 -1.35 2.22
H -4.55 -2.75 2.39
H -2.37 0.23 2.40
H -2.69 -1.21 3.27
H -4.08 0.12 2.97
C 3.17 0.73 5.11
C 2.01 -0.10 5.03
C 1.33 -0.24 3.80
C 1.91 0.24 2.60
C 3.15 0.93 2.71
C 3.72 1.16 3.94
H 3.64 1.06 6.07
H 1.56 -0.50 5.94
H 0.41 -0.73 3.79
H 3.61 1.44 1.83
H 4.62 1.69 4.09
C 1.67 5.61 -1.33
C 0.39 5.22 -0.76
C -0.76 5.96 -1.49
C 0.32 5.23 0.75
O 0.05 3.82 -1.11
P 1.05 2.60 -1.41
O 2.25 2.55 -0.47
O 0.18 1.35 -1.25
O 1.40 2.91 -2.95
C 2.34 2.16 -3.79
C 2.54 3.06 -5.03
C 3.59 1.78 -2.96
C 1.73 0.87 -4.32
H 1.88 6.67 -1.24
H 1.77 5.36 -2.40
H 2.52 5.06 -0.85
H -0.69 7.06 -1.23
H -1.70 5.67 -1.03
H -0.82 5.75 -2.56
H 0.66 6.09 1.26
H 0.97 4.42 1.05
H -0.64 4.90 1.12
H 2.89 4.05 -4.71
H 1.57 3.07 -5.53
H 3.23 2.57 -5.66
H 4.13 2.70 -2.72
H 4.24 1.02 -3.42
H 3.24 1.39 -1.99
H 0.61 0.87 -4.37
H 2.02 -0.02 -3.84
H 1.97 0.74 -5.41
C 4.91 -2.62 -1.42
N 3.66 -2.04 -1.29
C 2.49 -2.30 -1.99
C 1.55 -1.45 -1.50
N 2.13 -0.74 -0.49
C 3.38 -1.02 -0.44
H 5.68 -2.01 -0.87
H 5.27 -2.62 -2.44
H 5.03 -3.61 -1.04
H 2.58 -2.97 -2.78
H 0.56 -1.30 -1.83
H 4.13 -0.59 0.22
I -3.46 3.71 3.83
C -2.23 2.84 2.45
C -2.46 2.82 1.07
N -1.47 2.16 0.50
N -0.55 1.80 1.37
C -1.02 2.22 2.61
H -3.31 3.14 0.48
H -1.25 1.97 -0.47
H -0.42 2.04 3.51
```

2S+1	5
total charge	0
HOMO energy (spin up / spin down)	-0.2661 / -0.2953	Ha
orbital gap (spin up / spin down)	7.726 / 8.519	eV

Atom charges from the Löwdin analysis, given in e for atoms 1 to 5: number 1, Cr, carries 0.6894; number 2, C, carries -0.0935; number 3, N, carries -0.3164; number 4, C, carries -0.1175; number 5, P, carries 0.4017

=====

(2)
Formula: C24H24N3O2PtSSbSe
Source: the Open Molecules 2025 dataset
Level of theory: the ωB97M-V functional and the def2-TZVPD basis

Structure (XYZ):
```
57
Properties=species:S:1:pos:R:3
Pt -0.64 0.23 0.44
S -3.30 0.00 -0.08
C -4.01 1.40 -0.74
N -5.01 2.05 -0.18
C -5.45 3.21 -0.96
C -4.65 3.04 -2.26
N -3.70 1.97 -1.91
H -5.39 1.81 0.73
H -5.20 4.13 -0.44
H -6.53 3.19 -1.13
H -4.11 3.95 -2.54
H -5.27 2.73 -3.10
H -3.09 1.55 -2.58
C -1.83 -1.81 4.07
C -0.92 -1.37 2.97
O 0.23 -1.84 2.91
O -1.40 -0.51 2.14
H -1.44 -2.71 4.54
H -2.83 -1.99 3.68
H -1.89 -1.01 4.81
C 6.23 -3.57 1.88
C 5.30 -3.62 2.92
C 4.08 -2.97 2.78
C 3.82 -2.31 1.59
C 4.73 -2.24 0.56
C 5.95 -2.89 0.71
Sb 1.82 -1.39 1.28
C 2.40 -0.08 3.01
C 2.87 1.17 2.64
C 3.27 2.05 3.63
C 3.21 1.66 4.96
C 2.75 0.40 5.30
C 2.33 -0.49 4.32
C 0.94 -3.35 0.75
C 1.52 -4.53 1.16
C 0.81 -5.72 0.98
C -0.43 -5.71 0.37
C -0.97 -4.51 -0.09
C -0.28 -3.32 0.10
H 7.18 -4.07 2.00
H 5.52 -4.14 3.83
H 3.36 -2.99 3.59
H 4.52 -1.70 -0.36
H 6.67 -2.85 -0.09
H 2.94 1.46 1.59
H 3.63 3.04 3.36
H 3.54 2.34 5.74
H 2.71 0.09 6.34
H 1.94 -1.46 4.60
H 2.50 -4.56 1.61
H 1.24 -6.65 1.31
H -0.98 -6.63 0.23
H -1.93 -4.50 -0.60
H -0.71 -2.40 -0.28
Se 1.28 2.73 -3.13
C 0.57 1.81 -1.86
N 0.08 1.17 -1.00
```

2S+1	5
total charge	+2
HOMO energy (spin up / spin down)	-0.4940 / -0.5030	Ha
orbital gap (spin up / spin down)	8.211 / 4.069	eV

Atom charges from the Löwdin analysis, given in e for atoms 1 to 5: number 1, Pt, carries 0.9762; number 2, S, carries 0.6659; number 3, C, carries -0.8095; number 4, N, carries 0.0494; number 5, C, carries -0.0921

=====

(3)
Formula: C5H6GaO3
Source: the Open Molecules 2025 dataset
Level of theory: the ωB97M-V functional and the def2-TZVPD basis

Structure (XYZ):
```
15
Properties=species:S:1:pos:R:3
O -2.72 -1.22 0.96
C -1.48 -1.09 1.17
O -0.87 -0.78 2.17
O -0.82 -1.12 -0.07
C 0.59 -1.21 -0.09
Ga -2.81 -0.86 -0.88
H 0.94 -1.93 0.66
H 0.86 -1.54 -1.09
C 1.24 0.15 0.23
C 0.82 1.25 -0.53
C 0.44 2.28 -1.17
H 2.33 0.11 0.32
H 0.89 0.50 1.24
H -0.14 3.07 -0.68
H 0.73 2.39 -2.23
```

2S+1	2
total charge	+2
HOMO energy (spin up / spin down)	-0.7218 / -0.7184	Ha
orbital gap (spin up / spin down)	9.463 / 6.414	eV

Atom charges from the Löwdin analysis, given in e for atoms 1 to 5: number 1, O, carries 0.0466; number 2, C, carries -0.6585; number 3, O, carries 0.2117; number 4, O, carries -0.1433; number 5, C, carries -0.0930

=====

(4)
Formula: C5H10O
Source: the Open Molecules 2025 dataset
Level of theory: the ωB97M-V functional and the def2-TZVPD basis

Structure (XYZ):
```
16
Properties=species:S:1:pos:R:3
C 0.13 -0.95 -1.43
C 0.60 -0.51 -0.28
C -0.14 -0.70 0.97
C 0.53 -0.99 2.09
C -1.63 -0.33 1.05
H -0.77 -1.61 -1.22
H 0.42 -0.99 -2.43
H 1.54 -0.12 -0.25
H 0.28 -1.26 3.14
H 1.51 -1.37 1.97
H -2.32 -0.61 0.22
H -1.63 0.83 1.21
H -2.08 -0.89 1.89
O 1.07 3.41 -2.44
H 0.98 2.58 -2.79
H 1.51 3.49 -1.69
```

total charge	0
structure (SMILES)	C=CC(=C)C.O
HOMO energy	-0.3324	Ha
orbital gap	9.851	eV

Atom charges from the Löwdin analysis, given in e for atoms 1 to 5: number 1, C, carries 0.0253; number 2, C, carries -0.1704; number 3, C, carries -0.3781; number 4, C, carries 0.0284; number 5, C, carries -0.0757

=====

(5)
Formula: C5H8N2
Source: the Open Molecules 2025 dataset
Level of theory: the ωB97M-V functional and the def2-TZVPD basis

Structure (XYZ):
```
15
Properties=species:S:1:pos:R:3
C -2.14 0.01 -0.59
N -0.73 0.13 -0.22
C -0.12 -0.91 0.67
C 1.16 -0.22 0.71
C 2.31 -0.52 0.08
C 0.73 1.19 0.94
N -0.40 1.43 0.39
H -2.38 0.80 -1.30
H -2.75 0.08 0.31
H -2.26 -0.98 -1.05
H -0.09 -1.85 0.11
H -0.15 0.17 -1.09
H 2.40 -1.49 -0.40
H 3.14 0.18 0.00
H 1.27 1.99 1.44
```

total charge	0
HOMO energy	-0.2585	Ha
orbital gap	7.894	eV

Atom charges from the Löwdin analysis, given in e for atoms 1 to 5: number 1, C, carries -0.0267; number 2, N, carries -0.2569; number 3, C, carries -0.1389; number 4, C, carries -0.3761; number 5, C, carries 0.0291

=====

(6)
Formula: C6H15O
Source: the Open Molecules 2025 dataset
Level of theory: the ωB97M-V functional and the def2-TZVPD basis

Structure (XYZ):
```
22
Properties=species:S:1:pos:R:3
C -1.61 -0.32 -1.47
C -1.30 -1.54 -0.60
C -1.13 -1.15 0.89
C 0.01 -1.85 1.62
H -2.54 0.11 -1.09
H -1.71 -0.58 -2.53
H -0.75 0.34 -1.33
H -0.35 -1.98 -0.93
H -2.04 -2.34 -0.64
H -2.09 -1.32 1.40
H -0.91 -0.08 0.95
H -0.08 -2.94 1.59
H -0.04 -1.64 2.70
H 0.93 -1.47 1.18
C 1.91 1.38 -0.37
O 0.87 0.55 -0.06
C 1.55 2.84 -0.12
H 2.27 1.19 -1.41
H 2.81 1.18 0.28
H 2.32 3.57 -0.40
H 1.29 2.94 0.95
H 0.60 3.11 -0.61
```

total charge	-1
HOMO energy	-0.0944	Ha
orbital gap	6.901	eV

Atom charges from the Löwdin analysis, given in e for atoms 1 to 5: number 1, C, carries -0.1368; number 2, C, carries -0.2891; number 3, C, carries -0.3078; number 4, C, carries -0.1423; number 5, H, carries 0.0613

=====

It is found that the energy values, taken in the order of the records, are -121630.844 -119788.689 -63778.242 -7391.913 -8290.249 -8512.254 eV.
It is found that the F_max values, taken in the order of the records, are 3.36 1.94 5.37 5.83 0.40 1.24 eV/Å.